Entry from the Open Molecules 2025 dataset: a cluster of 2 separate species, C3H7ClO2PS in total (ωB97M-V with the def2-TZVPD basis set).

**Total charge**: -1
**Lowest unoccupied orbital energy**: 3.207 eV
**HOMO**: -0.19203 Eh
**Multiplicity**: 1
**Gap between HOMO and LUMO**: 8.43 eV
**ΔE to the lowest compared entry with this formula, charge and spin**: 33.6 kcal per mole

Element x y z (Å)
C (-2.1696, 0.5323, -0.1273)
C (-1.0096, -0.0184, -0.8169)
C (-0.4745, -1.2304, -0.0831)
O (1.6096, 1.2179, -0.2315)
O (1.7119, -0.0984, 1.9278)
P (2.3534, 0.3612, 0.6818)
S (0.1519, -2.6044, -0.6330)
Cl (4.1622, 1.3301, 0.9930)
H (-1.7204, 1.1693, 0.5783)
H (-2.8079, 1.1149, -0.7329)
H (-2.7284, -0.1953, 0.3850)
H (-0.1272, 0.7691, -0.7492)
H (-1.0944, -0.3012, -2.0229)
H (2.9545, -0.8088, -0.0647)
H (-0.8116, -1.2379, 0.8956)